Record 1
{
  "formula": "BrH2NO",
  "method": "ωB97M-V/def2-TZVPD",
  "lumo_energy_ev": -0.44,
  "homo_energy_ev": -9.9,
  "elements": ["Br", "H", "N", "H", "O"],
  "coordinates": [[1.805085, -0.750406, -0.498821], [-1.292676, 0.344074, -0.475786], [-0.767913, 0.321247, 0.332582], [-0.485654, -0.542083, 0.730324], [0.741158, 0.627168, -0.088299]],
  "atomic_forces_ev_per_a": [[-0.060, -0.738, -0.200], [-1.000, -0.741, -2.398], [5.039, 1.403, 1.865], [-1.225, -1.346, 0.261], [-2.755, 1.422, 0.472]]
}



Record 2
{
  "formula": "BrH2O2PS",
  "method": "ωB97M-V/def2-TZVPD",
  "lumo_energy_ev": -1.53,
  "homo_energy_ev": -10.0,
  "elements": ["Br", "O", "P", "O", "H", "H", "S"],
  "coordinates": [[0.008688, -1.416734, -2.043472], [0.355749, -0.668489, 1.205828], [-0.476885, 0.226521, 0.192144], [0.480173, 1.396838, -0.250383], [0.472149, -1.658406, 1.025162], [1.360684, 1.311897, -0.783613], [-2.200559, 0.808374, 0.654334]],
  "atomic_forces_ev_per_a": [[-0.468, 1.339, 1.951], [0.149, -1.686, -0.482], [1.278, -1.041, -1.533], [1.922, 0.109, -1.208], [-0.426, 2.045, 0.017], [-2.470, -0.448, 1.452], [0.015, -0.318, -0.195]]
}



Record 3
{
  "formula": "BrH2PS2",
  "method": "ωB97M-V/def2-TZVPD",
  "lumo_energy_ev": -1.94,
  "homo_energy_ev": -9.5,
  "elements": ["H", "H", "S", "S", "P", "Br"],
  "coordinates": [[0.994451, 0.087398, 1.998656], [-0.494019, 0.195009, -3.166342], [-1.228287, -0.527237, -2.247860], [-0.908993, -0.498043, 0.983881], [-0.365517, 0.504116, -0.686660], [2.002365, 0.238757, 3.118326]],
  "atomic_forces_ev_per_a": [[0.875, 0.143, 1.218], [-0.601, -0.418, 0.453], [0.548, 0.436, -0.582], [0.523, 1.267, -2.231], [-0.545, -1.327, 2.199], [-0.801, -0.101, -1.057]]
}



Record 4
{
  "formula": "BrH3NP",
  "method": "ωB97M-V/def2-TZVPD",
  "lumo_energy_ev": 0.78,
  "homo_energy_ev": -9.1,
  "elements": ["H", "H", "H", "N", "P", "Br"],
  "coordinates": [[0.350571, 0.536885, -1.348638], [-1.324586, -0.072115, 1.169120], [-1.273183, -0.483943, -0.362693], [-0.650670, -0.324380, 0.463948], [0.545964, 0.745923, 0.059753], [2.351906, -0.402372, 0.018510]],
  "atomic_forces_ev_per_a": [[0.106, 0.494, 0.406], [0.484, 0.274, 0.693], [1.027, -0.377, 0.942], [-2.780, -1.120, -1.283], [-0.474, 1.838, -0.935], [1.638, -1.109, 0.176]]
}



Record 5
{
  "formula": "BrH42O21",
  "method": "ωB97M-V/def2-TZVPD",
  "lumo_energy_ev": 1.72,
  "charge": -1,
  "homo_energy_ev": -6.9,
  "elements": ["H", "O", "O", "H", "H", "O", "H", "O", "H", "H", "H", "H", "H", "O", "O", "H", "H", "H", "H", "H", "H", "H", "H", "H", "H", "H", "O", "O", "H", "H", "H", "H", "O", "H", "H", "H", "H", "O", "O", "H", "O", "H", "H", "H", "O", "H", "H", "H", "O", "H", "H", "O", "O", "H", "H", "H", "O", "O", "H", "H", "O", "Br", "O", "O"],
  "coordinates": [[-1.156064, 5.819876, 2.006591], [0.246140, -3.834057, 0.906130], [-3.644721, 0.831341, -0.984655], [-1.604718, -1.066607, -3.436975], [0.853772, -3.283349, 1.399826], [3.125731, -0.435618, 0.426081], [-0.331445, 0.512540, 4.007901], [-2.272991, -2.603208, 1.093662], [0.711050, -1.191341, -1.221980], [2.000181, 1.017659, 4.760104], [-1.255083, 2.027996, 2.139823], [1.529049, 2.215547, 3.963236], [-0.614686, -3.449441, 1.071284], [-2.961575, -3.593543, -1.935962], [4.045727, 0.370450, 2.884612], [-2.099008, 2.961951, 1.298754], [1.220589, 2.174088, 0.236893], [1.968294, 3.093795, -3.671702], [2.201747, -0.198838, 0.506168], [-2.914915, -2.225805, 1.695097], [-1.910932, -1.850644, 0.625911], [4.134014, 0.470737, 1.936785], [-3.510137, -0.319341, -2.236912], [-4.419282, 1.070711, -0.475753], [2.540625, -3.676278, -0.867962], [-2.933825, 0.810050, -0.344027], [-0.860344, -1.506792, -3.847309], [3.041278, -3.615045, -0.054436], [1.433702, 2.826291, -1.112594], [-1.416819, 4.471475, 2.643545], [-0.714619, -0.943008, 3.845306], [4.627680, 0.770566, -2.432697], [-1.606770, 2.917986, 2.118503], [2.180939, -1.676823, 2.407829], [-2.111660, -3.596437, -1.495671], [-3.942727, -0.257236, -3.686358], [1.844151, -0.831056, -2.159089], [-4.309171, -1.849815, 2.577172], [-0.988562, 2.546780, -2.035554], [3.188322, 0.744942, 3.086725], [3.815754, 0.502693, -2.002289], [1.664096, 1.644994, -3.354972], [3.181150, 1.176416, -2.246396], [-1.167387, 2.125142, -1.195028], [-1.106902, 5.355114, 2.841949], [0.419026, 1.278911, -5.015642], [3.418369, 0.005876, -0.371212], [-5.200640, -1.561880, 2.380700], [1.301844, -1.566812, -1.874830], [0.138534, -0.103255, -4.465340], [-1.824967, 2.935292, -2.291904], [0.823329, 0.562808, -4.525792], [-1.065821, -0.092832, 4.110042], [-2.953510, -2.797890, -2.468038], [-4.185692, -1.634498, 3.501641], [3.077949, -2.677454, 0.134790], [2.035015, -2.462024, 2.935462], [2.181457, 2.392720, -3.055842], [2.848097, -2.574845, 3.427808], [-0.170098, -1.479088, -3.184716], [1.807906, 2.765578, -0.233663], [-0.375712, 0.139642, 0.418062], [1.586836, 1.260613, 3.931637], [-3.561572, -0.845725, -3.034725]],
  "atomic_forces_ev_per_a": [[0.114, 0.133, -0.120], [0.070, -0.336, -0.388], [-0.263, 0.547, -0.018], [-0.724, 0.079, 0.141], [0.450, -0.079, 0.200], [0.168, -0.514, 0.752], [0.474, 0.121, -0.098], [0.363, -0.482, -0.313], [-0.325, 0.198, 0.696], [0.097, -0.195, 0.362], [0.304, -0.649, -0.047], [-0.038, 0.440, -0.131], [-0.591, 0.095, 0.200], [-0.234, -0.289, -0.051], [0.695, -0.019, 0.753], [-0.025, -0.082, -0.239], [-0.330, -0.300, 0.190], [0.057, 0.184, -0.017], [-0.574, 0.148, 0.035], [-0.317, -0.002, 0.136], [0.301, 0.394, -0.172], [-0.196, -0.289, -0.453], [-0.140, 0.382, 0.721], [-0.307, -0.070, 0.055], [-0.335, 0.122, -0.092], [0.798, -0.337, 0.381], [0.043, 0.192, -0.801], [0.527, -0.478, 0.110], [-0.081, -0.036, -0.425], [0.107, -0.667, 0.005], [0.170, -0.252, -0.261], [0.159, -0.017, -0.046], [-0.508, 0.009, 0.013], [0.277, 0.382, -0.194], [0.226, -0.083, 0.276], [-0.056, 0.036, -0.207], [0.428, 0.171, -0.056], [-0.422, 0.119, 0.345], [0.142, 0.381, -0.453], [-0.370, 0.152, -0.096], [0.256, -0.636, 0.046], [-0.749, -0.712, -0.497], [-0.105, 0.778, -0.067], [0.218, -0.524, 0.436], [0.072, 1.152, 0.407], [-0.119, 0.155, -0.169], [0.323, 0.188, -0.724], [-0.184, -0.011, -0.225], [-0.084, -0.495, -0.821], [-0.739, -0.965, 0.239], [-0.225, 0.066, -0.094], [0.802, 0.755, -0.252], [-0.649, 0.034, 0.320], [-0.090, 0.275, -0.264], [0.224, 0.100, 0.311], [-0.012, 0.529, -0.024], [-0.490, -0.088, 0.233], [0.396, 0.725, 0.295], [0.252, -0.017, -0.032], [0.751, -0.445, 0.721], [0.446, 0.325, 0.331], [-0.351, 0.359, 0.025], [-0.273, -0.076, -0.103], [0.190, -0.581, -0.783]]
}



Record 6
{
  "formula": "BrHIP",
  "method": "ωB97M-V/def2-TZVPD",
  "lumo_energy_ev": [-1.84, -2.55],
  "homo_energy_ev": [-9.6, -9.0],
  "elements": ["P", "I", "H", "Br"],
  "coordinates": [[1.384516, -0.067031, 0.722992], [-3.045892, 0.515664, -0.359311], [2.092417, 0.309473, -0.321789], [-0.431042, -0.758105, -0.041894]],
  "atomic_forces_ev_per_a": [[0.426, -0.042, 3.702], [-0.418, 0.311, -0.047], [0.910, 0.644, -2.631], [-0.918, -0.914, -1.023]]
}



Record 7
{
  "formula": "BrHIP",
  "method": "ωB97M-V/def2-TZVPD",
  "lumo_energy_ev": [-1.71, -0.93],
  "homo_energy_ev": [-10.0, -8.6],
  "elements": ["H", "Br", "I", "P"],
  "coordinates": [[-1.965855, -0.278838, 0.561964], [0.573563, -1.704833, 0.199620], [1.301548, 1.884287, 0.202513], [0.090744, 0.099384, -0.964098]],
  "atomic_forces_ev_per_a": [[0.396, 0.359, -0.512], [0.400, -0.185, -0.028], [-0.243, -0.397, -0.209], [-0.553, 0.223, 0.749]]
}



Record 8
{
  "formula": "BrHIP",
  "method": "ωB97M-V/def2-TZVPD",
  "multiplicity": 3,
  "lumo_energy_ev": [0.06, -3.49],
  "homo_energy_ev": [-6.0, -9.7],
  "elements": ["H", "I", "P", "Br"],
  "coordinates": [[0.403703, 0.359756, -0.131411], [-0.068203, -2.481216, -1.356004], [-0.582926, -0.073069, -1.247910], [-2.596542, -0.116507, -0.488629]],
  "atomic_forces_ev_per_a": [[-1.645, -0.200, -1.433], [0.920, -3.143, -0.482], [1.149, 2.800, 1.619], [-0.425, 0.543, 0.297]]
}